Model one:
The following is a quantum chemistry calculation of the molecule C3H7ClO, from the OMol25 dataset.

Geometry (Å):
C -1.64881 -0.64572 -0.18467
C -0.64488 0.29055 -0.54712
O -1.55487 1.44138 -0.44681
C 0.64407 0.52925 0.25805
Cl 1.59103 -0.85484 0.44926
H -1.27224 -1.52010 0.28072
H -1.90784 -0.25989 0.87505
H -2.46089 -0.84234 -0.82537
H -0.28377 0.18913 -1.65626
H -0.72477 2.02486 -0.88441
H 1.28177 1.29982 -0.34523
H 0.65680 1.06541 1.33506

Calculated values
* molar mass: 94.541 g/mol
* structure (SMILES): C[C@@H](O)CCl
* lowest unoccupied orbital energy: 0.76 eV
* HOMO level: -10.52 eV

Model two:
The following is a quantum chemistry calculation of a structure of composition C3H7ClO, from the OMol25 dataset.

Geometry (Å):
C -1.49657 0.22220 0.09242
C -0.08049 0.41671 -0.31095
C 0.82886 -0.61266 0.26556
H -1.49533 -0.74681 -0.30961
H -1.55392 0.46888 1.04720
H -2.16429 0.80155 -0.91948
H -0.09182 0.50390 -1.46793
H 1.87261 1.04521 0.44975
H 1.94441 -0.30616 0.18920
H 0.84427 -0.98540 1.36792
O 0.49156 1.48527 0.31163
Cl 0.90070 -2.29269 -0.71571

Calculated values
* molar mass: 94.541 g/mol
* lowest unoccupied orbital energy: -0.37 eV
* HOMO level: -10.28 eV

Tell me which of them is the least stable. Sure, it is model two.